Record 1
C31H33F7NO24 | the ωB97M-V functional and the def2-TZVPD basis

Geometry (Å):
C: 7.0543 2.0950 2.3472
C: 5.5642 2.5034 2.1266
C: 5.0451 3.0507 0.8625
C: 3.6063 3.4051 0.6989
C: 2.7040 3.1867 1.8479
C: 1.1667 3.5056 1.7181
C: 0.2390 2.2696 2.0932
N: 0.8769 0.9583 1.9644
O: -0.1440 2.3780 3.4924
C: -1.1224 2.2406 1.2492
O: -1.7447 3.2701 0.9324
O: -1.5687 1.0576 0.8958
C: 3.2340 2.6646 3.1314
C: 4.6484 2.3252 3.2797
H: 7.3150 1.1807 1.7543
H: 7.6944 2.9338 1.9473
H: 7.2581 1.8970 3.4362
H: 5.7836 3.1694 0.0280
H: 3.1823 3.8296 -0.2477
H: 0.9459 3.7967 0.6492
H: 0.9101 4.4269 2.3215
H: 1.4871 0.8894 1.1555
H: 1.3296 0.6619 2.8269
H: 0.2969 3.1426 3.8933
H: 2.4849 2.5540 3.9536
H: 5.0070 1.9240 4.2618
C: -3.0201 -1.2761 -0.8443
C: -4.4750 -1.2414 -1.1879
O: -4.6646 -2.4333 -1.9277
C: -3.7340 -3.3135 -1.4468
O: -3.7672 -4.4893 -1.6380
O: -2.7778 -2.6834 -0.7217
F: -4.7605 -0.1871 -1.9916
H: -2.3908 -0.8661 -1.6364
H: -2.7951 -0.7509 0.0870
H: -5.1414 -1.2375 -0.3217
C: 3.4132 -1.1325 -0.1216
C: 3.1444 -0.1135 -1.1855
O: 4.3827 0.5351 -1.3386
C: 5.3250 -0.3945 -1.0153
O: 6.4833 -0.2930 -1.2781
O: 4.7816 -1.4564 -0.3625
F: 2.2479 0.7948 -0.7663
H: 3.3083 -0.7249 0.8870
H: 2.7761 -2.0111 -0.2127
H: 2.8322 -0.5361 -2.1445
C: -7.6947 -1.0107 -3.3307
C: -8.7221 -1.0143 -2.2408
O: -9.7655 -0.2281 -2.7873
C: -9.6876 -0.3988 -4.1386
O: -10.5568 -0.1109 -4.8998
O: -8.4995 -0.9441 -4.5075
F: -8.2559 -0.4037 -1.1261
H: -7.0392 -0.1384 -3.2898
H: -7.0805 -1.9105 -3.3268
H: -9.1048 -2.0053 -1.9836
C: 1.4285 -1.2856 6.6477
C: 2.1429 -1.0768 5.3501
O: 1.7577 0.2306 4.9761
C: 1.5229 0.8933 6.1467
O: 1.4414 2.0738 6.2436
O: 1.4038 0.0287 7.1956
F: 1.7006 -1.9429 4.4071
H: 0.4045 -1.6414 6.5114
H: 1.9547 -1.9751 7.3052
H: 3.2325 -1.1332 5.4209
C: 7.8298 0.2984 -4.2985
C: 6.7756 0.0177 -5.3272
O: 7.0980 0.9204 -6.3682
C: 8.4489 1.1063 -6.2930
O: 9.1072 1.5832 -7.1596
O: 8.9472 0.6702 -5.1049
F: 5.5403 0.3186 -4.8586
H: 7.5641 1.1280 -3.6403
H: 8.0591 -0.5731 -3.6873
H: 6.7830 -1.0049 -5.7135
C: -13.7058 0.7854 -6.8172
C: -13.2332 -0.2179 -7.8257
O: -13.4449 0.4458 -9.0577
C: -13.3243 1.7787 -8.7864
O: -13.1759 2.6182 -9.6131
O: -13.3885 2.0230 -7.4492
F: -13.9984 -1.3385 -7.7989
H: -14.7836 0.7329 -6.6442
H: -13.1915 0.6885 -5.8615
H: -12.1793 -0.4896 -7.7305
C: 5.5092 -4.0600 7.7465
C: 4.4595 -4.3194 6.7062
O: 4.8051 -3.4208 5.6682
C: 6.1615 -3.2596 5.7605
O: 6.8372 -2.7946 4.9058
O: 6.6382 -3.7078 6.9556
F: 3.2254 -3.9950 7.1700
H: 5.2508 -3.2259 8.4036
H: 5.7170 -4.9373 8.3580
H: 4.4522 -5.3410 6.3189

Summary:
Net charge: -1
E_HOMO, hartree: -0.1566
Frontier orbital gap, eV: 5.70
M, g mol⁻¹: 936.57
Multiplicity: 1
Energy, eV: -102335.868

***

Record 2
C31H33IIrN8O5PS2 | the ωB97M-V functional and the def2-TZVPD basis

Geometry (Å):
Ir: -1.3754 -0.2053 0.3300
O: 0.6392 1.7007 -2.5352
C: 0.1761 0.9054 -1.7498
N: -0.6756 1.2089 -0.7217
C: -1.2008 2.5488 -0.5525
C: -2.2157 2.5309 0.5621
C: -2.8145 3.6873 1.0295
C: -3.7856 3.5972 2.0115
C: -4.1467 2.3495 2.4970
C: -3.5074 1.2336 2.0005
N: -2.5522 1.3261 1.0675
C: 0.4753 -0.5729 -1.7999
C: 1.3010 -1.0995 -2.7674
C: 1.5524 -2.4636 -2.7539
C: 0.9710 -3.2436 -1.7686
C: 0.1480 -2.6430 -0.8312
N: -0.1003 -1.3364 -0.8507
H: -1.6891 2.8714 -1.4781
H: -0.4039 3.2686 -0.3479
H: -2.5235 4.6431 0.6156
H: -4.2638 4.4915 2.3875
H: -4.9158 2.2358 3.2467
H: -3.7655 0.2310 2.3080
H: 1.7260 -0.4307 -3.5029
H: 2.1952 -2.9107 -3.5001
H: 1.1455 -4.3086 -1.7173
H: -0.3197 -3.2112 -0.0394
N: -2.8085 -3.4202 2.7286
C: -2.7133 -2.8026 1.5562
N: -1.9097 -1.7626 1.7039
C: -1.5452 -1.8000 3.0215
N: -2.0804 -2.7960 3.6773
C: -0.6617 -0.7815 3.5914
C: -0.3355 -0.7252 4.9397
N: 0.4319 0.2463 5.4187
C: 0.8772 1.1467 4.5519
C: 0.5689 1.0807 3.1969
N: -0.2029 0.1164 2.7221
H: -3.3586 -4.2303 2.9639
H: -3.2391 -3.0828 0.6622
H: -0.7016 -1.4716 5.6333
H: 1.5036 1.9415 4.9375
H: 0.9637 1.7996 2.4903
I: -8.4414 -0.7382 -5.5230
C: -7.0587 -0.7697 -4.0364
C: -5.6453 -0.5900 -4.3477
C: -4.7321 -0.5980 -3.3683
C: -5.1385 -0.7847 -1.9722
C: -6.5628 -0.9631 -1.6709
C: -7.4736 -0.9575 -2.6520
C: -4.1685 -0.7792 -0.8896
O: -4.5461 -0.9011 0.2950
O: -2.9280 -0.6052 -1.2464
H: -5.3543 -0.4519 -5.3803
H: -3.6807 -0.4700 -3.5798
H: -6.8445 -1.0946 -0.6364
H: -8.5256 -1.0898 -2.4378
C: 4.1506 3.2678 0.5383
C: 4.9515 2.3887 -0.3980
C: 4.2785 2.1585 -1.7351
O: 5.3017 1.0901 0.1905
P: 4.4580 0.1307 1.1091
S: 4.1334 0.6846 2.9757
S: 2.5431 -0.0482 0.6167
O: 5.3128 -1.1816 1.0947
C: 5.8885 -1.8797 -0.0590
C: 7.2481 -1.3003 -0.3834
C: 4.9390 -1.9050 -1.2393
H: 4.0282 4.2428 0.0649
H: 4.6620 3.4072 1.4890
H: 3.1615 2.8480 0.7240
H: 5.9339 2.8344 -0.5522
H: 3.2963 1.7025 -1.6078
H: 4.8926 1.5195 -2.3701
H: 4.1462 3.1139 -2.2439
H: 6.0071 -2.8908 0.3291
H: 7.1607 -0.2981 -0.7995
H: 7.7437 -1.9401 -1.1149
H: 7.8680 -1.2592 0.5109
H: 4.7924 -0.9061 -1.6549
H: 3.9702 -2.3146 -0.9538
H: 5.3690 -2.5347 -2.0196

Summary:
Net charge: +1
E_HOMO (spin up / spin down), hartree: -0.2713 / -0.4086
ΔE to the lowest compared entry with this formula, charge and spin, eV: 1.036
Frontier orbital gap (spin up / spin down), eV: 4.58 / 6.68
M, g mol⁻¹: 1011.88
Multiplicity: 6
Expectation value of S²: 8.7763
Energy, eV: -96734.326

***

Record 3
C31H33N2O | the ωB97M-V functional and the def2-TZVPD basis

Geometry (Å):
C: 1.5580 7.5266 -1.0316
O: 1.6792 6.7462 0.1866
C: 1.7373 5.4269 -0.1524
C: 1.5585 4.4565 0.8599
C: 1.5253 3.1350 0.4712
C: 1.8474 2.7117 -0.8435
C: 1.5256 1.2611 -1.0910
C: 1.5984 0.5665 -2.4110
C: 2.1188 -0.7238 -2.6194
C: 1.9541 -1.3158 -3.8813
C: 1.4045 -0.5814 -4.9519
C: 1.3845 -1.2396 -6.3084
C: 0.8103 0.6746 -4.6923
C: 0.8056 1.1702 -3.3929
C: 2.1101 3.6837 -1.8177
C: 1.8863 5.0187 -1.5092
H: 1.3912 8.5676 -0.7658
H: 2.4865 7.4189 -1.6204
H: 0.6883 7.1599 -1.6119
H: 1.2620 4.7555 1.8605
H: 1.1178 2.3658 1.1418
H: 1.9172 0.6141 -0.2591
H: 2.6587 -1.2260 -1.8091
H: 2.2720 -2.3588 -4.0272
H: 1.2489 -0.5452 -7.1403
H: 2.3011 -1.8106 -6.5165
H: 0.5546 -1.9581 -6.3488
H: 0.3436 1.2688 -5.4827
H: 0.2061 2.0547 -3.1256
H: 2.3626 3.4231 -2.8523
H: 1.6301 5.7056 -2.3469
C: 1.0335 -1.8537 3.4453
N: -0.2608 -1.2580 3.1507
C: -1.0338 -1.5552 2.0789
H: 0.4773 1.4505 -1.0396
C: -1.0486 -2.7641 1.2689
C: -1.8684 -3.8149 1.7680
C: -1.8602 -5.0254 1.0824
C: -1.0996 -5.1972 -0.0804
C: -1.2137 -6.5851 -0.6235
C: -0.3526 -4.1364 -0.6141
C: -0.3309 -2.9022 0.0552
N: -1.9467 -0.5555 1.9577
C: -2.7626 -0.2662 0.7859
C: -2.0063 0.1456 3.1687
C: -0.9435 -0.3184 3.9497
C: -0.9299 -0.1874 5.3320
C: -2.0827 0.3931 5.9009
C: -3.1633 0.8274 5.1106
C: -3.1360 0.7374 3.7112
H: 1.3610 -1.4330 4.3984
H: 0.9405 -2.9384 3.5110
H: 1.7958 -1.6407 2.6825
H: -2.4675 -3.6544 2.6752
H: -2.4451 -5.8728 1.4527
H: -0.6117 -6.7701 -1.5042
H: -0.9380 -7.3103 0.1510
H: -2.2604 -6.8109 -0.8551
H: 0.2178 -4.2667 -1.5405
H: 0.2198 -2.0250 -0.3085
H: -3.4953 0.5076 1.0438
H: -2.1703 0.1083 -0.0750
H: -3.2996 -1.1687 0.4655
H: -0.0826 -0.5498 5.9210
H: -2.1648 0.4504 6.9883
H: -4.0542 1.2285 5.6037
H: -3.9614 1.0590 3.0710

Summary:
Net charge: +1
E_HOMO, hartree: -0.3619
ΔE to the lowest compared entry with this formula, charge and spin, eV: 0.902
Frontier orbital gap, eV: 6.93
M, g mol⁻¹: 449.62
Multiplicity: 1
Energy, eV: -37702.824

***

Repeat the third record exactly.
C31H33N2O | the ωB97M-V functional and the def2-TZVPD basis

Geometry (Å):
C: 1.5580 7.5266 -1.0316
O: 1.6792 6.7462 0.1866
C: 1.7373 5.4269 -0.1524
C: 1.5585 4.4565 0.8599
C: 1.5253 3.1350 0.4712
C: 1.8474 2.7117 -0.8435
C: 1.5256 1.2611 -1.0910
C: 1.5984 0.5665 -2.4110
C: 2.1188 -0.7238 -2.6194
C: 1.9541 -1.3158 -3.8813
C: 1.4045 -0.5814 -4.9519
C: 1.3845 -1.2396 -6.3084
C: 0.8103 0.6746 -4.6923
C: 0.8056 1.1702 -3.3929
C: 2.1101 3.6837 -1.8177
C: 1.8863 5.0187 -1.5092
H: 1.3912 8.5676 -0.7658
H: 2.4865 7.4189 -1.6204
H: 0.6883 7.1599 -1.6119
H: 1.2620 4.7555 1.8605
H: 1.1178 2.3658 1.1418
H: 1.9172 0.6141 -0.2591
H: 2.6587 -1.2260 -1.8091
H: 2.2720 -2.3588 -4.0272
H: 1.2489 -0.5452 -7.1403
H: 2.3011 -1.8106 -6.5165
H: 0.5546 -1.9581 -6.3488
H: 0.3436 1.2688 -5.4827
H: 0.2061 2.0547 -3.1256
H: 2.3626 3.4231 -2.8523
H: 1.6301 5.7056 -2.3469
C: 1.0335 -1.8537 3.4453
N: -0.2608 -1.2580 3.1507
C: -1.0338 -1.5552 2.0789
H: 0.4773 1.4505 -1.0396
C: -1.0486 -2.7641 1.2689
C: -1.8684 -3.8149 1.7680
C: -1.8602 -5.0254 1.0824
C: -1.0996 -5.1972 -0.0804
C: -1.2137 -6.5851 -0.6235
C: -0.3526 -4.1364 -0.6141
C: -0.3309 -2.9022 0.0552
N: -1.9467 -0.5555 1.9577
C: -2.7626 -0.2662 0.7859
C: -2.0063 0.1456 3.1687
C: -0.9435 -0.3184 3.9497
C: -0.9299 -0.1874 5.3320
C: -2.0827 0.3931 5.9009
C: -3.1633 0.8274 5.1106
C: -3.1360 0.7374 3.7112
H: 1.3610 -1.4330 4.3984
H: 0.9405 -2.9384 3.5110
H: 1.7958 -1.6407 2.6825
H: -2.4675 -3.6544 2.6752
H: -2.4451 -5.8728 1.4527
H: -0.6117 -6.7701 -1.5042
H: -0.9380 -7.3103 0.1510
H: -2.2604 -6.8109 -0.8551
H: 0.2178 -4.2667 -1.5405
H: 0.2198 -2.0250 -0.3085
H: -3.4953 0.5076 1.0438
H: -2.1703 0.1083 -0.0750
H: -3.2996 -1.1687 0.4655
H: -0.0826 -0.5498 5.9210
H: -2.1648 0.4504 6.9883
H: -4.0542 1.2285 5.6037
H: -3.9614 1.0590 3.0710

Summary:
Net charge: +1
E_HOMO, hartree: -0.3619
ΔE to the lowest compared entry with this formula, charge and spin, eV: 0.902
Frontier orbital gap, eV: 6.93
M, g mol⁻¹: 449.62
Multiplicity: 1
Energy, eV: -37702.824